A 6-piece molecular cluster, C46H68FNO24S5 overall at a distorted geometry. Source: OMol25; level of theory: wB97M-V/def2-TZVPD.

Computed properties:
highest occupied orbital energy: -8.2 eV
DFT total energy: -5744.721517 Ha
maximum force: 0.0315 Eh/bohr

The geometry in ORCA input format:
```
! RIJCOSX wB97M-V def2-TZVPD def2/J DEFGRID3
* xyz 0 1
C 6.73754 -3.71864 3.98695
C 6.71539 -2.52092 3.34242
C 6.18074 -2.21630 2.02033
C 6.66102 -1.04306 1.41858
C 6.20644 -0.61493 0.19534
C 5.24746 -1.36904 -0.50045
C 4.73657 -2.54245 0.05678
C 3.67549 -3.31436 -0.69457
C 2.26321 -2.68522 -0.42644
C 1.62816 -1.98647 -1.64126
C 0.26336 -2.55923 -2.07490
O -0.53430 -3.07171 -1.00279
C -1.10811 -2.03939 -0.31876
O -2.08162 -1.49616 -0.72320
C 5.20245 -2.96125 1.33077
C 4.59092 -4.20405 1.93250
N 5.45952 -5.40886 1.81769
C 4.84713 -0.81324 -1.83328
O 4.70811 -1.46517 -2.83484
C 4.68768 0.68226 -1.83175
C 5.62720 1.42787 -1.11354
C 5.52509 2.80975 -1.05340
C 4.46633 3.43719 -1.71253
C 3.50838 2.71640 -2.42103
C 2.32302 3.35174 -3.11169
C 1.02970 2.95119 -2.38074
C 0.61240 3.95225 -1.28347
C 0.18704 3.26821 0.01419
C -1.08444 2.39905 -0.12592
C -2.25660 2.84986 0.76395
C -3.56937 3.03617 -0.02352
C -3.98787 1.78897 -0.81794
C -4.80618 0.77862 0.01321
C -5.74298 -0.01050 -0.92050
C -5.80352 -1.51357 -0.65526
C -6.36944 -2.23161 -1.88123
C -6.89992 -3.63713 -1.57954
C -7.91023 -4.09945 -2.64055
C 3.64385 1.32726 -2.48180
F 2.74871 0.60304 -3.16713
C 6.69142 0.65269 -0.41543
O 7.83474 1.02333 -0.35689
H 7.18550 -4.62554 3.60365
H 6.32764 -3.76105 4.99323
H 7.18109 -1.67364 3.84672
H 7.40493 -0.43847 1.92506
H 3.87411 -3.33057 -1.75995
H 3.62838 -4.34308 -0.36126
H 1.62325 -3.45216 0.00625
H 2.39197 -1.93013 0.35112
H 1.47425 -0.93113 -1.40303
H 2.28156 -2.01690 -2.50921
H -0.26331 -1.78469 -2.63502
H 0.43940 -3.35578 -2.79477
H -0.64190 -1.72019 0.62164
H 3.60626 -4.41544 1.53204
H 4.42595 -4.01921 2.99800
H 4.91829 -6.11212 1.32312
H 5.56600 -5.80522 2.74459
H 6.23916 3.39146 -0.48740
H 4.36818 4.51525 -1.68314
H 2.44795 4.42990 -3.16714
H 2.30223 2.91309 -4.11040
H 1.16592 1.98629 -1.89034
H 0.20041 2.79657 -3.07019
H -0.22169 4.56753 -1.62068
H 1.47837 4.57285 -1.03928
H 0.99131 2.63757 0.40453
H 0.03273 4.03226 0.77819
H -0.83121 1.39104 0.20830
H -1.38734 2.30786 -1.16769
H -2.04837 3.79829 1.26180
H -2.47393 2.11019 1.53826
H -4.38000 3.33507 0.63848
H -3.40419 3.83493 -0.74766
H -3.16412 1.28108 -1.31553
H -4.66950 2.11122 -1.61666
H -4.11925 0.07078 0.48039
H -5.37955 1.30589 0.77473
H -6.76141 0.36913 -0.80920
H -5.44625 0.13065 -1.96090
H -4.82024 -1.93662 -0.43842
H -6.46804 -1.76872 0.17380
H -7.18868 -1.65809 -2.32270
H -5.60484 -2.34481 -2.65530
H -7.43408 -3.63316 -0.62838
H -6.09410 -4.37118 -1.58883
H -8.13798 -5.15707 -2.51603
H -7.55905 -3.89594 -3.65368
H -8.85289 -3.56058 -2.51441
O -5.90841 3.62198 -3.02049
S -6.33840 4.33131 -1.86998
O -5.46906 5.16370 -1.12331
O -7.05487 3.29758 -0.88154
C -8.40156 3.71740 -0.62219
C -8.81385 4.47178 -1.86822
O -7.63119 5.19181 -2.25828
H -8.39467 4.36792 0.25524
H -9.03273 2.85382 -0.43067
H -9.63324 5.16230 -1.68937
H -9.08071 3.78767 -2.67443
O 3.84512 -3.94041 5.05945
S 2.59745 -3.63305 5.66840
O 1.83288 -4.61854 6.33530
O 1.68882 -2.89534 4.57653
C 1.28868 -1.60084 5.05642
C 2.40978 -1.17953 5.97762
O 2.79777 -2.38693 6.65176
H 0.34669 -1.70962 5.59642
H 1.15104 -0.91441 4.22549
H 2.09860 -0.42596 6.69680
H 3.27195 -0.81420 5.41361
O 8.61597 0.93426 -7.10004
S 8.61424 2.02951 -6.20046
O 9.55839 3.08095 -6.30285
O 8.62182 1.45301 -4.70592
C 7.48564 1.94190 -3.98135
C 6.42385 2.16265 -5.03532
O 7.14615 2.67510 -6.16322
H 7.76622 2.87818 -3.49443
H 7.17772 1.22155 -3.23139
H 5.66068 2.86963 -4.71976
H 5.95015 1.22231 -5.32780
O -10.91482 -0.45154 -2.49552
S -9.96525 0.21869 -3.30588
O -9.31214 1.39989 -2.86668
O -10.63054 0.48923 -4.73692
C -9.83640 -0.10514 -5.77274
C -9.17088 -1.29156 -5.10841
O -8.85385 -0.82628 -3.78996
H -9.10169 0.63005 -6.10657
H -10.46645 -0.39385 -6.60941
H -8.26873 -1.61020 -5.62267
H -9.85555 -2.13741 -5.01694
O 1.59517 0.96977 11.30666
S 2.13082 0.51638 10.07794
O 1.32976 0.37686 8.91425
O 2.90471 -0.85922 10.34239
C 4.27222 -0.74946 9.92801
C 4.60540 0.71724 10.10486
O 3.41115 1.40319 9.70125
H 4.33939 -1.05348 8.88095
H 4.90032 -1.39736 10.53281
H 5.44655 1.03370 9.49487
H 4.80243 0.96013 11.15088
*
```



C46H85CuF15NO22 as an isolated structure at a distorted geometry. Source: OMol25; level of theory: wB97M-V/def2-TZVPD.

Computed properties:
expectation value of S²: 0.755
highest occupied orbital energy (spin up / spin down): -10.3 / -10.3 eV
energy relative to the best compared isomer or geometry (same formula, charge and spin): 1048.76 kJ/mol
DFT total energy: -6651.378047 Ha
maximum force: 0.1239 Eh/bohr

The geometry in ORCA input format:
```
! RIJCOSX wB97M-V def2-TZVPD def2/J DEFGRID3
* xyz 1 2
Cu -3.56735 6.45552 -2.59066
C -1.32893 2.02034 -0.73337
O -1.77714 1.44188 -1.91340
O -1.73744 3.35993 -0.76319
C -1.63140 1.11393 0.54936
F -2.87634 0.62310 0.45885
F -0.82927 -0.03022 0.67022
F -1.51562 1.87931 1.68997
C -0.92593 0.39145 -2.46345
C -1.79633 -0.18624 -3.55884
H -2.64322 -0.80604 -3.26434
H -2.00215 0.69775 -4.16241
H -1.25788 -0.80918 -4.27305
H -0.75946 -0.55411 -1.94739
H -0.02153 0.83487 -2.88003
H -0.23915 2.00038 -0.72357
C -4.18461 -3.36979 3.89082
C -3.34692 -4.49092 3.48814
N -2.64660 -5.41373 3.23315
H -4.76410 -3.65483 4.76891
H -4.82815 -3.18969 3.02970
H -3.48037 -2.56649 4.10724
C -4.72312 4.89092 -5.57885
O -5.01187 4.70370 -4.18889
C -6.12030 3.80282 -4.01326
C -6.56362 3.78087 -2.54519
O -6.41069 5.11745 -2.09276
C -6.94815 5.33991 -0.76488
C -6.66619 6.77224 -0.35449
O -5.38156 7.39702 -0.77387
C -5.16716 8.62983 -0.16478
H -5.67779 5.16705 -6.02658
H -4.40461 3.97550 -6.07750
H -3.87041 5.55070 -5.73908
H -5.74803 2.80416 -4.24172
H -6.91050 4.02951 -4.72900
H -6.04026 3.17416 -1.80621
H -7.61078 3.51165 -2.40708
H -6.38205 4.73165 -0.05944
H -8.00636 5.08725 -0.69811
H -6.79045 6.85044 0.72558
H -7.47495 7.41583 -0.70062
H -5.34869 9.40796 -0.90617
H -4.10081 8.73852 0.03318
H -5.78939 8.91793 0.68253
C 9.10254 -9.05843 0.25213
O 9.79069 -9.24642 -0.90961
C 9.35439 -8.38952 -2.04907
C 8.01825 -8.78719 -2.60318
O 7.23021 -7.70448 -2.95864
C 7.80754 -6.89655 -4.10961
C 6.81493 -5.87436 -4.43461
O 6.70392 -5.13944 -3.25559
C 5.41612 -4.54117 -3.31783
H 9.43210 -8.11484 0.68703
H 9.22450 -9.87489 0.96390
H 8.05965 -8.80395 0.06313
H 10.20406 -8.57386 -2.70648
H 9.41541 -7.32812 -1.80864
H 7.39046 -9.19900 -1.81300
H 7.98393 -9.65904 -3.25648
H 7.95008 -7.57611 -4.94983
H 8.79464 -6.56232 -3.79021
H 5.89323 -6.32687 -4.80041
H 7.22658 -5.27488 -5.24656
H 5.26355 -3.70262 -2.63837
H 4.67658 -5.33033 -3.18210
H 5.16416 -4.17766 -4.31406
C 6.28872 1.59917 -0.97006
O 5.25058 2.14831 -0.17496
C 5.59677 2.33906 1.22536
C 5.56470 1.04329 2.02247
O 6.68209 0.28526 1.43032
C 6.53111 -1.05244 1.66576
C 7.66175 -2.03627 1.31099
O 8.57625 -2.23973 2.33265
C 8.18237 -3.12781 3.34685
H 7.26134 2.02375 -0.72136
H 6.18123 1.76854 -2.04144
H 6.21707 0.51273 -1.02117
H 5.02700 3.12331 1.72378
H 6.58625 2.79075 1.29620
H 4.64848 0.45615 1.95985
H 5.98556 1.11455 3.02541
H 5.69084 -1.51544 1.14838
H 6.11783 -1.26689 2.65131
H 8.25299 -1.56238 0.52743
H 7.32593 -3.02382 0.99465
H 8.95973 -3.22475 4.10475
H 7.92053 -4.17576 3.20079
H 7.33809 -2.68181 3.87257
C -1.36805 -5.44513 8.81336
O -0.76335 -4.19501 8.46447
C 0.60204 -4.08976 8.06207
C 0.57752 -2.60385 7.49236
O 0.11013 -1.65226 8.45893
C -0.11560 -0.34560 8.00575
C -0.31611 0.55297 9.24059
O -0.81602 1.84339 8.82112
C -0.76355 2.88631 9.83509
H -2.45388 -5.40140 8.89805
H -0.88208 -5.72681 9.74748
H -0.97320 -6.01879 7.97485
H 0.75205 -4.74446 7.20362
H 1.31021 -4.29433 8.86504
H 0.00795 -2.55933 6.56407
H 1.61122 -2.38109 7.22787
H -0.86825 -0.27402 7.22057
H 0.80887 -0.14237 7.46524
H 0.67064 0.74517 9.66188
H -1.03291 0.09018 9.91892
H -0.63034 3.86438 9.37279
H 0.04661 2.75416 10.55222
H -1.69169 3.04068 10.38539
C -1.11970 -1.90945 -12.91337
C -0.52560 -1.03149 -11.83985
O -0.37828 0.31401 -12.15907
C -0.05278 1.22486 -11.14258
O 0.11669 0.96611 -9.98036
C 0.05931 2.67648 -11.64748
F 1.29482 3.20638 -11.21218
F -0.01532 2.76784 -13.00740
F -1.00776 3.29990 -11.15035
H -0.53833 -2.82333 -12.79114
H -1.12645 -1.63259 -13.96761
H -2.13994 -2.20284 -12.66614
H 0.47299 -1.38437 -11.58216
H -1.12914 -1.27177 -10.96457
C -1.03582 -7.58521 -5.46268
C 0.29549 -7.26047 -6.05457
O 0.56548 -7.90167 -7.36985
C 0.37529 -7.25686 -8.51098
O 0.49104 -6.03234 -8.54862
C 0.21965 -8.21760 -9.63542
F -0.83855 -7.97079 -10.39318
F 1.29640 -8.19708 -10.39522
F 0.08753 -9.47311 -9.13513
H -0.98131 -7.65895 -4.37654
H -1.26362 -8.62159 -5.71196
H -1.89428 -6.99024 -5.77436
H 1.04569 -7.54697 -5.31753
H 0.27648 -6.18159 -6.20871
C 0.67518 7.69161 5.59674
C -0.43337 8.66005 5.19866
O 0.04872 9.96704 5.19760
C -0.80763 11.09985 5.22082
O -2.05567 10.95871 5.08977
C -0.10640 12.46286 5.29261
F -0.35265 12.94497 6.52881
F 1.21637 12.31272 4.95726
F -0.67327 13.36588 4.49482
H 1.55528 7.83028 4.96881
H 0.43262 6.62900 5.58567
H 1.06290 7.91245 6.59123
H -1.19919 8.59032 5.97116
H -0.73547 8.39966 4.18425
C -8.30461 1.68350 5.27469
C -7.89151 3.11398 5.57776
O -8.88947 3.87121 6.17024
C -9.99231 4.32175 5.51865
O -10.13861 4.21318 4.30133
C -11.10900 4.80033 6.40638
F -12.08516 4.00691 6.13298
F -10.75189 4.70391 7.71676
F -11.54601 6.07943 6.17693
H -9.27849 1.63109 4.78794
H -8.21748 1.18644 6.24083
H -7.69670 1.14156 4.55023
H -7.44634 3.58963 4.70387
H -7.10929 2.92368 6.31262
*
```



A 7-piece molecular cluster, C46H90BBrF3NO13P overall at a distorted geometry. Source: OMol25; level of theory: wB97M-V/def2-TZVPD.

Computed properties:
highest occupied orbital energy: -10.6 eV
DFT total energy: -6079.050736 Ha
maximum force: 0.0430 Eh/bohr

The geometry in ORCA input format:
```
! RIJCOSX wB97M-V def2-TZVPD def2/J DEFGRID3
* xyz 1 1
C -3.82588 -0.21525 3.54884
C -3.89077 -0.06244 2.02720
C -2.51772 0.25133 1.44946
O -2.37044 -0.26951 0.09379
N -1.36656 0.40105 -0.52979
C -1.56607 1.13621 -1.55246
B -3.10560 1.20941 -2.02593
O -3.44305 0.53146 -3.16581
C -4.25923 1.95367 -1.25795
C -4.30635 3.49010 -1.43795
C -0.28033 1.79059 -2.02605
C 0.22164 1.09371 -3.33118
C -0.69071 1.21914 -4.55511
O -0.88994 -0.10668 -5.04037
C -0.10033 2.05210 -5.73236
F 1.21340 2.11539 -5.75980
F -0.62030 3.25533 -5.78935
F -0.46203 1.47380 -6.87251
P -0.50641 3.66212 -2.35068
C 0.85847 4.24994 -3.43314
O -1.88126 3.81915 -3.26453
C 0.58080 1.54772 -0.71391
C 0.12373 2.66018 0.29440
O 0.30955 2.25635 1.65149
C 0.79478 3.25534 2.46524
O -0.23603 4.17270 2.78039
C 0.26596 5.25042 3.57669
C -0.18102 6.54632 2.91439
O 0.56975 6.73807 1.72593
C 2.09647 1.75756 -1.00784
C 2.94064 2.26480 0.18271
C 2.87450 0.56841 -1.60176
C 4.17083 1.00824 -2.34298
C 3.93442 1.05433 -3.86076
C 0.04436 0.28338 -0.10251
Br 0.47944 -1.49587 -0.90847
H -3.08270 -0.95070 3.84606
H -4.80013 -0.49871 3.93177
H -3.59335 0.76070 3.97438
H -4.53352 0.79904 1.84643
H -4.38257 -0.91367 1.56034
H -1.75795 -0.12390 2.13442
H -2.42360 1.33556 1.38826
H -2.82936 -0.22390 -3.22470
H -5.20260 1.56270 -1.63463
H -4.22579 1.72459 -0.19269
H -4.27877 3.80387 -2.47632
H -3.56550 3.99831 -0.82099
H -5.26654 3.82794 -1.04924
H 1.24772 1.38550 -3.51803
H 0.28230 0.02865 -3.11427
H -1.68602 1.61788 -4.36258
H -1.79651 -0.17375 -5.36834
H 1.58622 3.50334 -3.74999
H 1.40576 4.98184 -2.84068
H 0.49756 4.79264 -4.30143
H -2.41761 4.49823 -2.83117
H -0.94075 2.88668 0.18815
H 0.63004 3.60516 0.12385
H 1.18811 2.80672 3.38296
H 1.61678 3.82575 2.01679
H -0.14792 5.16138 4.58357
H 1.35409 5.22388 3.66350
H -1.22956 6.40807 2.63912
H -0.03769 7.38628 3.58379
H 0.38039 6.01017 1.11960
H 2.15489 2.55569 -1.75337
H 2.67096 1.80905 1.13115
H 4.00037 2.10808 0.01682
H 2.82095 3.34524 0.23463
H 2.32092 -0.05341 -2.29687
H 3.18551 -0.09587 -0.79257
H 4.87639 0.19453 -2.18201
H 4.55037 1.94868 -1.96049
H 3.24008 0.28408 -4.19068
H 3.49862 2.02752 -4.11346
H 4.86623 1.00521 -4.41531
H 0.21427 0.05485 0.93597
C -2.70091 -5.58720 5.47085
C -2.87116 -4.54198 6.56600
C -3.23229 -3.30105 5.76178
O -3.92827 -3.75235 4.59673
C -3.78230 -5.17995 4.48253
H -2.80749 -6.60985 5.82008
H -1.71516 -5.48654 5.01264
H -3.70137 -4.81925 7.21950
H -1.98426 -4.40394 7.18364
H -2.33287 -2.76583 5.43151
H -3.86635 -2.60651 6.31679
H -4.74278 -5.63832 4.73274
H -3.53032 -5.44056 3.45347
C 9.00287 2.95869 -4.07643
C 9.22862 1.78561 -3.13095
C 7.90144 1.71159 -2.40049
O 6.90048 2.16950 -3.31680
C 7.53891 2.77671 -4.44850
H 9.66274 2.96026 -4.94238
H 9.14106 3.90133 -3.54097
H 9.38824 0.87086 -3.70617
H 10.07542 1.91874 -2.45919
H 7.88939 2.37222 -1.52588
H 7.66022 0.69946 -2.07454
H 7.42935 2.10029 -5.30336
H 7.04153 3.71830 -4.68511
C 5.93464 -2.68503 -3.65217
C 6.41583 -3.10882 -5.03081
C 7.45804 -2.04608 -5.33625
O 8.02373 -1.64432 -4.08111
C 7.21833 -2.17280 -3.01724
H 5.47105 -3.48932 -3.08188
H 5.21061 -1.86936 -3.74447
H 6.88886 -4.09182 -4.97333
H 5.62531 -3.15540 -5.77848
H 7.00273 -1.16449 -5.80120
H 8.25123 -2.41168 -5.98867
H 7.77917 -2.98427 -2.54235
H 7.03560 -1.39403 -2.27489
C -2.69598 5.86287 -7.03231
C -3.42206 7.19900 -6.93473
C -2.67978 7.87372 -5.79066
O -1.33550 7.38377 -5.83069
C -1.26313 6.26689 -6.72413
H -2.79986 5.37458 -8.00010
H -3.06752 5.17908 -6.26339
H -3.28328 7.76563 -7.85805
H -4.49145 7.10685 -6.75031
H -3.11362 7.60244 -4.82105
H -2.67233 8.96065 -5.87389
H -0.73803 6.58827 -7.62973
H -0.69149 5.46812 -6.25842
C 0.66906 -9.33477 7.37661
C 0.49129 -8.29188 8.47186
C 0.12954 -7.05357 7.66608
O -0.56205 -7.51054 6.49867
C -0.41193 -8.93150 6.38573
H 0.56307 -10.36096 7.72488
H 1.65587 -9.22994 6.91918
H -0.34098 -8.57312 9.12145
H 1.37439 -8.15056 9.09318
H 1.02629 -6.51416 7.34167
H -0.50952 -6.36297 8.21913
H -1.37190 -9.39610 6.63494
H -0.15923 -9.18893 5.35665
C -8.06178 -5.44859 6.88962
C -8.84207 -6.65392 6.38880
C -7.88959 -7.23450 5.35694
O -6.56010 -6.92707 5.79840
C -6.63348 -5.96968 6.86606
H -8.37104 -5.10383 7.87538
H -8.16856 -4.61740 6.18800
H -8.98994 -7.36579 7.20433
H -9.81766 -6.40565 5.97349
H -8.03650 -6.77202 4.37506
H -7.99378 -8.31465 5.25069
H -6.38294 -6.48653 7.79880
H -5.90114 -5.17852 6.69815
*
```